Record 1
Density functional theory data (ωB97M-V with the def2-TZVPD basis set) for C6H8N2 in the gas phase at a distorted geometry.

## Properties
- frontier orbital gap (eV) = 8.6
- relative energy (zero: lowest compared OMol25 entry of this formula, charge and spin) (kcal per mole) = 124.2
- M (g/mol) = 108.14
- SMILES = N1[C@@H]2[C@@H]3N[C@@H]4[C@H]1[C@@H]4[C@H]23

Structure (XYZ):
```
16
Properties=species:S:1:pos:R:3:forces:R:3:nbo_charge:R:1
N 1.5041 0.4570 -0.7776 -0.8 2.7 1.6 -0.5758
C 1.0652 -0.8635 -0.2937 1.1 5.2 0.9 -0.1008
C -0.3025 -1.2234 -0.0423 -0.6 -7.6 -3.9 -0.0644
N -1.4022 -0.6314 -0.6053 -3.4 1.6 -2.7 -0.6341
C -1.1540 0.7854 -0.2399 1.0 -1.5 -1.9 -0.0746
C 0.3613 1.3827 -0.2979 -2.0 0.5 -1.2 -0.1133
C -0.2840 0.7917 0.9932 -1.0 0.8 -0.1 -0.2940
C 0.3642 -0.5871 1.0228 0.0 -0.7 5.4 -0.2651
H 2.3262 0.7296 -0.0952 -1.9 -0.6 -1.9 0.3497
H 1.8120 -1.4957 -0.5424 1.9 -2.7 0.0 0.2137
H -0.2514 -2.3761 -0.2475 -0.7 1.8 1.2 0.2118
H -1.8742 -0.9461 -1.6515 2.6 1.4 4.0 0.4033
H -2.0244 1.4039 -0.5268 1.0 0.2 0.7 0.2232
H 0.1597 2.4408 -0.7162 1.5 -1.7 1.1 0.2386
H -0.8636 1.1294 1.9070 1.8 0.2 -0.8 0.2500
H 0.5635 -0.9973 2.1134 -0.4 0.5 -2.5 0.2318
```
Positions in Å, forces in eV/Å.

Record 2
Density functional theory data (ωB97M-V with the def2-TZVPD basis set) for a molecular structure, C6H12MnN2O3SbSe4Te at a distorted geometry.

## Properties
- frontier orbital gap (alpha / beta) (eV) = 6.2 / 5.6
- relative energy (zero: lowest compared OMol25 entry of this formula, charge and spin) (kcal per mole) = 22.8
- M (g/mol) = 780.31
- multiplicity = 5
- ⟨S²⟩ = 6.371

Structure (XYZ):
```
30
Properties=species:S:1:pos:R:3:forces:R:3:lowdin_spin:R:1
Mn -0.2854 -0.5616 -0.7958 -1.7 -0.9 -2.9 2.1194
N -2.0803 0.5917 2.4805 0.0 -0.1 0.0 0.0003
C -2.8024 0.6478 1.2196 0.0 0.0 0.0 0.0010
C -2.4849 -0.5909 0.4144 -0.5 -0.3 -0.5 0.0121
O -2.4876 -1.6992 0.9395 0.0 -0.1 0.1 0.0272
N -2.2433 -0.3695 -0.9478 1.4 -0.9 -0.2 0.0019
C -1.9711 -1.6083 -1.7604 -0.2 0.9 0.9 -0.0116
C -0.2961 -2.2478 -2.1728 1.6 1.1 -0.6 -0.0103
O -0.2019 -3.4077 -2.4243 -1.1 -0.2 0.1 -0.0124
O 0.6351 -1.3252 -2.3317 -1.4 -0.4 1.2 0.0284
H -2.4501 -0.1389 3.0737 0.0 0.0 0.0 0.0000
H -2.1340 1.4713 2.9725 0.0 0.1 0.0 0.0004
H -2.5153 1.5332 0.6577 0.0 0.0 0.0 -0.0001
H -3.8964 0.6551 1.3286 0.0 0.1 -0.1 0.0006
H -2.2470 -1.3826 -2.7869 0.1 0.0 0.0 -0.0032
H -2.4824 -2.4809 -1.3683 0.3 -0.2 0.1 -0.0019
Se 0.6507 4.4648 2.6909 0.1 -0.2 -0.1 0.5776
Sb 1.7658 3.0584 1.0703 -0.2 0.3 -0.4 -0.0143
Se 2.0154 4.6879 -0.8264 0.0 -0.3 0.2 0.8460
Se 3.6853 2.7584 2.5268 -0.2 0.0 -0.2 0.5446
Se 0.8961 0.7545 0.4704 1.8 1.5 1.8 0.0308
C -0.4321 -4.2042 0.7580 0.3 0.6 -0.1 -0.0070
Te 0.4405 -2.2333 1.0101 -0.1 -1.0 0.9 -0.1156
C 2.3916 -2.6964 0.3298 0.0 -0.1 -0.1 -0.0069
H -0.7064 -4.3981 -0.2742 0.0 0.1 0.0 -0.0012
H -1.2949 -4.2043 1.4168 0.0 0.0 0.0 -0.0005
H 0.3224 -4.9110 1.0973 0.0 0.0 0.0 -0.0016
H 2.7722 -3.5291 0.9162 0.0 0.0 0.0 -0.0026
H 2.9892 -1.8058 0.5035 0.0 0.0 0.0 0.0004
H 2.3760 -2.9490 -0.7271 0.0 0.0 0.0 -0.0015
```
Positions in Å, forces in eV/Å.

Record 3
Density functional theory data (ωB97M-V with the def2-TZVPD basis set) for a molecular structure, C43H47N5OS3SnTe at a distorted geometry.

## Properties
- frontier orbital gap (alpha / beta) (eV) = 6.3 / 5.7
- relative energy (zero: lowest compared OMol25 entry of this formula, charge and spin) (kcal per mole) = 3.0
- M (g/mol) = 992.40
- multiplicity = 2
- ⟨S²⟩ = 0.757
- total charge = +3

Structure (XYZ):
```
101
Properties=species:S:1:pos:R:3:forces:R:3:lowdin_spin:R:1
Sn 2.8628 0.6392 0.9658 1.1 0.5 -0.2 0.3702
S 1.6474 2.9244 0.3920 0.4 0.1 0.5 0.1320
C 0.1475 2.2655 0.7746 0.3 -0.7 0.2 0.0195
N -0.8891 2.5081 0.0436 -1.4 -0.3 -0.9 0.0177
C -2.2077 1.9094 0.3256 -0.8 1.2 0.5 0.0020
C -2.3933 1.9417 1.8196 -0.8 -0.8 -0.9 0.0002
N -1.2726 1.1881 2.4100 -1.5 0.1 1.0 -0.0009
C -1.6096 0.5078 3.7278 0.7 0.3 -0.2 0.0006
C -2.4714 1.4012 4.5572 -0.7 -0.8 -0.9 -0.0001
C -3.8345 1.1259 4.6122 0.2 -1.0 0.0 0.0001
C -4.6853 1.8971 5.3640 0.0 0.7 0.3 0.0000
C -4.1535 2.9764 6.0605 0.2 -0.2 -0.3 0.0001
C -2.7988 3.2347 5.9940 0.2 0.8 0.0 0.0000
C -1.9602 2.4946 5.1963 1.2 -0.4 0.4 0.0001
C -0.0759 1.3065 1.9525 1.0 0.2 0.4 0.0050
S 1.2497 0.5313 2.7735 -1.1 0.3 -0.1 0.0201
C -0.8558 3.3800 -1.1211 1.0 -1.2 -1.8 0.0044
C -1.1052 4.8208 -0.8622 -0.1 0.8 0.6 0.0016
C -1.1373 5.6938 -1.9596 -1.0 0.7 1.1 -0.0001
C -1.4131 7.0497 -1.7406 0.7 -0.7 0.7 0.0004
C -1.4728 7.5517 -0.4355 -1.0 0.6 -0.5 0.0000
C -1.4391 6.6899 0.6326 0.4 -0.4 0.7 0.0003
C -1.2583 5.3167 0.4408 -0.1 0.9 -1.4 0.0006
H -2.3587 0.8877 -0.0706 0.5 0.5 -0.2 0.0009
H -2.9717 2.6145 -0.0748 0.6 -0.7 -0.1 0.0000
H -3.3482 1.4212 2.0038 0.6 0.1 0.4 0.0000
H -2.5061 2.9576 2.2073 0.4 -0.2 0.2 0.0000
H -0.6400 0.3430 4.1665 0.1 -0.1 0.5 0.0003
H -2.0639 -0.4713 3.5672 -0.1 0.2 -0.4 0.0000
H -4.1704 0.2032 4.1428 -0.2 0.2 -0.1 0.0000
H -5.7367 1.7083 5.4431 -0.3 -0.3 -0.1 0.0000
H -4.7615 3.6250 6.6563 -0.4 0.1 0.2 0.0000
H -2.3924 4.0624 6.5364 0.1 0.3 0.3 0.0000
H -0.8671 2.6142 5.1681 -0.5 0.4 0.1 0.0000
H -1.4864 2.9182 -1.9140 -0.2 0.4 0.8 0.0001
H 0.1397 3.2435 -1.5820 -0.1 0.2 0.4 0.0023
H -1.1675 5.3158 -2.9595 0.3 -0.2 -0.5 0.0000
H -1.5350 7.7143 -2.5658 0.0 0.3 -0.5 0.0000
H -1.7428 8.6041 -0.2482 0.5 -0.6 -0.3 0.0000
H -1.5173 7.0863 1.6460 -0.1 -0.2 -0.3 0.0000
H -1.3107 4.6800 1.2844 0.2 -0.6 0.7 0.0000
C 5.9224 2.0753 4.5361 -0.1 0.1 -0.4 -0.0003
N 5.0228 1.3348 3.6428 -1.2 -0.6 0.3 0.0008
C 5.3083 0.0718 3.3036 1.2 0.3 0.4 0.0245
N 6.5722 -0.3654 3.5560 -2.0 -0.2 -0.7 0.0213
S 4.1150 -1.0258 2.5912 0.9 0.5 0.2 0.2195
H 5.3509 2.8723 4.9920 0.1 0.3 -0.1 0.0001
H 6.7555 2.4607 3.9366 -0.1 0.1 0.5 0.0000
H 6.2434 1.4209 5.3445 0.2 0.0 0.0 -0.0002
H 4.0217 1.6072 3.6788 1.2 -0.5 -0.2 0.0025
H 7.3048 0.1287 4.0382 -0.2 0.3 0.0 0.0006
H 6.7688 -1.3083 3.2827 0.2 -0.3 -0.1 0.0017
C -0.7045 -8.1384 -3.9218 1.4 -1.4 0.3 0.0000
C -0.6095 -6.7771 -3.3021 0.3 -1.9 -0.3 0.0002
C -0.2601 -6.8021 -1.9661 -0.1 0.9 0.1 0.0000
C -0.1052 -5.5877 -1.3405 0.1 0.3 1.9 0.0002
C 0.1347 -5.6027 0.1800 1.7 1.1 -1.1 0.0003
C -0.2601 -4.3709 -2.0487 0.4 -0.3 0.6 0.0015
Te 0.0514 -2.6459 -0.8876 -0.9 -0.4 -0.1 0.0051
N 1.7428 -0.5019 -0.2636 -0.5 0.1 0.2 0.0848
C 2.1453 -0.8720 -1.3978 0.7 -0.5 -0.7 0.0084
O 1.4708 -1.9041 -1.9965 0.4 0.5 -0.6 0.0089
C 3.3419 -0.3873 -2.1768 0.0 -0.7 0.4 0.0087
C 3.7196 0.9482 -2.1537 -0.6 0.6 0.1 0.0168
C 4.8532 1.3664 -2.8151 0.6 0.5 0.0 0.0068
C 5.6796 0.4768 -3.4884 -1.5 -0.6 1.0 -0.0014
C 5.3627 -0.8700 -3.4428 -1.3 1.1 0.7 0.0062
C 4.1933 -1.2961 -2.7929 0.2 -0.7 -0.6 -0.0005
C -1.5457 -1.4883 -1.6877 -0.9 -0.1 -0.1 0.0001
C -1.3024 -0.4039 -2.5181 -0.2 -0.3 0.1 0.0002
C -2.3706 0.2219 -3.1730 -0.3 -0.1 0.3 0.0000
C -3.6551 -0.2735 -2.9925 -0.4 -0.1 -0.7 0.0000
C -3.8800 -1.4227 -2.2022 -1.9 1.7 -0.6 0.0000
C -2.8901 -1.9690 -1.4797 2.8 -0.4 1.5 0.0000
C -3.1804 -2.9863 -0.4004 1.4 -0.5 -0.2 0.0002
C -0.5592 -4.3778 -3.4033 -0.3 0.4 -1.5 0.0004
C -0.6903 -3.1328 -4.2667 -0.6 -0.2 0.2 0.0001
C -0.7643 -5.6115 -4.0201 0.0 0.1 0.2 0.0001
H -1.6983 -8.4808 -4.1116 -0.9 0.0 -0.1 0.0000
H -0.1976 -8.9519 -3.2916 -0.8 1.3 -0.6 0.0000
H -0.1689 -8.2098 -4.8624 0.0 0.3 -0.3 0.0000
H -0.1447 -7.7656 -1.4577 0.0 0.6 0.0 0.0000
H 0.4899 -6.5543 0.4890 0.1 -1.0 0.2 0.0000
H -0.7797 -5.4069 0.7017 -0.4 0.4 0.5 0.0000
H 1.0020 -4.9273 0.4742 -1.3 -0.5 -0.1 0.0001
H 3.0621 1.6990 -1.7084 0.2 -0.2 -0.1 0.0044
H 5.1361 2.4076 -2.7851 -0.2 0.2 -0.1 0.0001
H 6.5191 0.7989 -4.0274 1.0 0.5 -0.5 -0.0002
H 6.0187 -1.5001 -3.9471 0.7 -1.5 -0.6 0.0004
H 3.9212 -2.3520 -2.7879 0.2 0.2 0.0 -0.0001
H -0.2927 -0.0707 -2.6850 0.3 0.1 -0.1 0.0002
H -2.2125 1.0838 -3.8172 0.1 -0.2 0.1 0.0000
H -4.5019 0.2247 -3.5102 0.7 -0.5 0.4 0.0000
H -4.9065 -1.7712 -2.0174 0.5 0.2 -0.3 0.0000
H -4.2163 -2.9550 -0.1222 -0.4 -0.1 0.2 0.0000
H -2.5469 -2.8316 0.5216 -0.6 0.0 -0.8 0.0001
H -2.9403 -3.9896 -0.7961 -0.2 0.2 0.3 0.0000
H -0.4436 -3.3359 -5.3191 0.1 0.0 0.5 0.0000
H -0.0577 -2.3309 -3.8881 -0.1 0.0 -0.3 0.0000
H -1.7560 -2.8153 -4.2556 0.6 0.0 0.0 0.0000
H -1.0262 -5.7114 -5.0715 0.1 0.4 0.1 0.0000
```
Positions in Å, forces in eV/Å.

Record 4
Density functional theory data (ωB97M-V with the def2-TZVPD basis set) for 6 unconnected molecules or ions with the total composition C2H14O4S at a distorted geometry.

## Properties
- frontier orbital gap (eV) = 3.3
- relative energy (zero: lowest compared OMol25 entry of this formula, charge and spin) (kcal per mole) = 174.7
- M (g/mol) = 134.20

Structure (XYZ):
```
21
Properties=species:S:1:pos:R:3:forces:R:3:nbo_charge:R:1
C 0.7248 0.0821 1.4852 0.0 0.6 0.1 -0.5721
C 0.5656 -1.2283 0.6458 0.3 -0.7 -0.4 -0.6630
S 2.1049 -1.6570 -0.0104 -1.0 0.1 0.4 0.5063
H 0.9766 0.9209 0.8408 0.1 0.0 0.0 0.2567
H -0.2777 0.2493 1.8960 0.0 -0.2 0.0 0.2956
H 1.4541 -0.0410 2.2821 0.0 0.0 0.0 0.2111
H -0.0757 -0.8782 -0.1993 0.0 0.4 -0.1 0.3765
H 0.0517 -2.0247 1.1736 0.1 0.0 0.0 0.2712
H -0.6775 -1.8723 -2.9041 0.0 -0.1 0.0 -0.0153
H -3.1401 -1.2022 1.7279 0.0 0.0 0.1 0.4643
H -2.2373 -0.1324 0.9336 -0.2 -0.3 0.1 0.4829
O -2.2313 -1.0481 1.4566 0.2 0.0 -0.1 -1.0110
H 3.0899 0.4444 -0.5435 -0.6 0.4 0.0 0.4550
H 4.1156 1.4521 -0.8123 -0.2 0.6 0.1 0.4651
O 3.1934 1.4115 -0.5168 0.8 -0.8 -0.2 -0.9309
H -0.5517 -1.2438 -2.5282 0.0 0.1 -0.1 0.0129
H -3.0850 0.9343 -0.3775 -0.1 -0.1 0.2 0.4418
O -2.2782 1.0267 0.1455 0.1 0.2 -0.4 -1.0121
H -1.2662 1.3420 -1.2103 0.4 0.0 0.4 0.5088
H -0.0241 2.1663 -1.7465 -0.1 0.1 0.1 0.4674
O -0.4317 1.2983 -1.7383 0.2 -0.4 -0.4 -1.0113
```
Positions in Å, forces in eV/Å.